Formula: C26H47BClF3NO9
Source: OMol25
Level of theory: ωB97M-V with the def2-TZVPD basis set

The value obtained for the HOMO energy is -3.22 eV. The HOMO-LUMO gap comes out at 0.0439 hartree. For the LUMO energy, the calculation gives -2.02 eV. Its charge is -1. As for the total energy: -2534.9982 Eh.

Element x y z (Å)
C1 -8.0502 1.0494 3.0098
O1 -7.1652 0.9521 1.8747
C2 -7.8790 1.1603 0.6041
C3 -7.2400 0.3242 -0.6274
C4 -5.8087 -0.3573 -0.2510
C5 -5.2487 -1.0885 -1.5661
C6 -4.1808 -0.1776 -2.4044
C7 -2.6737 -0.7001 -2.2363
C8 -1.5480 0.4290 -2.4011
C9 -1.8157 1.6823 -1.4335
C10 -0.4775 2.1872 -0.6500
C11 -0.0741 1.0926 0.4372
C12 1.3148 1.3844 1.1951
B1 1.4899 2.9738 1.6306
C13 0.2817 3.6105 2.5096
O2 2.6783 3.6485 1.2152
C14 1.2174 0.5888 2.6170
N1 1.3018 -0.9091 2.4189
C15 2.6556 -1.1476 1.7563
C16 2.7406 -2.7158 1.4337
C17 4.1994 -3.1219 0.8473
C18 5.3897 -2.8664 1.8964
F1 6.4920 -3.7385 1.6746
F2 4.8785 -3.0394 3.2072
F3 5.8221 -1.5305 1.7316
C19 2.7524 -0.3628 0.3629
O3 2.5041 1.0520 0.4327
H1 -9.0968 1.4557 2.7315
H2 -8.1777 0.0068 3.4665
H3 -7.6616 1.7752 3.8237
H4 -7.8626 2.2824 0.3593
H5 -8.9943 0.8660 0.6618
H6 -7.9804 -0.4756 -0.9837
H7 -7.0739 1.0902 -1.4719
H8 -6.0088 -1.1203 0.5944
H9 -5.0388 0.4076 0.1005
H10 -4.6834 -2.0746 -1.3471
H11 -6.1663 -1.2937 -2.2387
H12 -4.3503 0.8988 -2.0611
H13 -4.5505 -0.2266 -3.4973
H14 -2.4911 -1.2534 -1.2432
H15 -2.5100 -1.4932 -3.0623
H16 -0.4744 0.0594 -2.2871
H17 -1.6426 0.8254 -3.4832
H18 -2.5916 1.4341 -0.6204
H19 -2.1941 2.5915 -2.0369
H20 0.3507 2.3669 -1.4333
H21 -0.7800 3.2056 -0.1960
H22 -0.9104 0.9156 1.2057
H23 0.0699 0.0961 -0.1385
H24 0.4349 3.5115 3.6528
H25 -0.7110 3.0551 2.2974
H26 0.0768 4.7046 2.2022
H27 2.6788 4.5529 1.6124
H28 0.2012 0.8603 3.0681
H29 2.0173 0.9588 3.3647
H30 0.5340 -1.2887 1.8362
H31 1.2993 -1.3343 3.3661
H32 3.4583 -0.8573 2.5177
H33 1.9772 -3.0048 0.6224
H34 2.5126 -3.3696 2.3561
H35 4.1924 -4.2325 0.5274
H36 4.4755 -2.5269 -0.1031
H37 3.8460 -0.4770 0.0081
H38 2.1173 -0.9291 -0.3995
Cl1 -9.0072 2.2881 -1.2826
O4 2.4602 -6.1222 1.6975
H39 2.8503 -5.6836 2.5117
H40 1.7594 -6.7910 1.9416
H41 3.1725 -6.5282 1.1266
C20 7.0345 -7.3780 0.4151
O5 5.9141 -7.0808 1.2385
H42 6.8749 -8.3461 -0.0597
H43 7.1399 -6.6106 -0.3556
H44 7.9394 -7.4197 1.0256
H45 6.0750 -6.2191 1.6490
C21 2.9199 3.7216 -2.4123
C22 1.8863 4.6096 -2.5436
C23 1.9277 5.4112 -3.8416
O6 1.0602 6.2046 -4.1862
C24 3.0854 5.2258 -4.7354
C25 4.1267 4.3463 -4.5971
C26 4.0273 3.4695 -3.3507
O7 4.8156 2.5697 -3.0786
O8 5.1088 4.1914 -5.3590
O9 0.9463 4.8156 -1.7386
H46 2.9666 3.0998 -1.5240
H47 3.0679 5.8835 -5.5972

Atoms 1-3, force components in eV/Å:
C -0.4 0.2 0.2
O -1.2 -0.3 0.9
C -0.1 0.2 -0.4

Now the Löwdin charges, all in e: C -0.159; O -0.274; C -0.428; C -0.283; C -0.217; C -0.221; C -0.206; C -0.230; C -0.215; C -0.191; C -0.171; C -0.127; C -0.315; B -0.380; C -0.024; O 0.120; C -0.065; N 0.080; C -0.216; C -0.162; C -0.077; C -0.415; F 0.061; F 0.035; F 0.075; C -0.117; O -0.079; H 0.092; H 0.077; H 0.081; H -0.006; H 0.067; H 0.103; H 0.031; H 0.102; H 0.096; H 0.093; H 0.104; H 0.103; H 0.113; H 0.099; H 0.109; H 0.095; H 0.120; H 0.106; H 0.129; H 0.124; H 0.124; H 0.129; H 0.110; H 0.083; H 0.078; H 0.097; H 0.123; H 0.145; H 0.166; H 0.184; H 0.183; H 0.169; H 0.126; H 0.071; H 0.096; H 0.139; H 0.154; H 0.143; Cl -0.222; O 0.091; H 0.070; H 0.110; H 0.101; C -0.158; O -0.199; H 0.080; H 0.078; H 0.080; H 0.040; C 0.065; C -0.400; C -0.345; O 0.055; C 0.077; C -0.406; C -0.347; O 0.038; O 0.017; O 0.003; H 0.097; H 0.116